Record 1
A cluster of 2 separate species, C4H9Cl3NOPS in total. Source: OMol25; level of theory: ωB97M-V/def2-TZVPD.

LUMO (spin up / spin down), eV: -0.62 / -3.15
HOMO level (spin up / spin down), eV: -9.54 / -8.32
Relative energy (zero: lowest compared OMol25 entry of this formula, charge and spin), kcal/mol: 66.3
Frontier orbital gap (spin up / spin down), eV: 8.918 / 5.168
Electronic energy, eV: -65520.0395

XYZ file:
```
20
Properties=species:S:1:pos:R:3:forces:R:3
H 2.558182 -1.012245 -1.664042 1.5026 -2.1798 -1.3862
H 1.234257 0.160389 -1.756976 1.7567 -0.7883 0.6788
Cl -4.554734 -2.613654 0.351560 0.2317 0.1510 0.4883
P -3.041224 -1.272764 0.429897 -3.0312 0.8352 -3.6102
N -1.922590 -1.570784 1.396764 2.0054 -0.2746 1.9699
Cl -2.659915 -1.352948 -1.644083 -0.1233 0.1409 1.0536
H 1.957531 0.441360 1.754465 -0.2197 0.7751 -0.3271
Cl -3.962196 0.548311 0.666330 0.6709 -1.0169 -0.0023
H 0.451975 -1.267134 -0.198463 -0.7869 -0.3292 0.2620
H 0.127925 2.381651 1.132113 0.7690 -1.3008 -1.2231
C 2.064403 -0.326779 -1.102738 -2.0253 5.0683 1.7024
H 1.942452 -1.597370 0.588310 0.0510 -0.0791 0.7150
C 1.056913 0.359088 1.121210 1.6152 -0.7124 -0.2089
O -0.785751 2.415687 -1.566632 -0.6743 4.4450 -2.9434
C 0.580857 1.583464 0.421893 -1.4616 1.3239 0.2575
H 2.750765 0.558837 -0.776307 -0.7262 -1.6455 -0.9633
H 1.275772 2.046239 -0.252888 0.6405 0.4609 0.0538
S -0.715859 1.193339 -0.863490 0.6748 -3.6115 3.6195
H 0.297551 0.124096 1.787633 -1.4575 -0.9689 1.4021
C 1.343681 -0.798783 0.175447 0.5881 -0.2934 -1.5383
```
Forces are in eV/Å.

Mulliken population analysis, charges in e, atoms 1 to 4:
1. H 0.47
2. H 0.17
3. Cl -0.19
4. P 0.83



Record 2
A cluster of 2 separate species, C4H9ClN in total. Source: OMol25; level of theory: ωB97M-V/def2-TZVPD.

LUMO (spin up / spin down), eV: -2.83 / -5.92
Charge: +1
HOMO level (spin up / spin down), eV: -11.89 / -15.35
Relative energy (zero: lowest compared OMol25 entry of this formula, charge and spin), kcal/mol: 0.0
<S²>: 2.008
Frontier orbital gap (spin up / spin down), eV: 9.062 / 9.431
2S+1: 3
Electronic energy, eV: -18293.5839

XYZ file:
```
15
Properties=species:S:1:pos:R:3:forces:R:3
C 0.544222 0.985099 -0.389363 -2.2601 0.6095 -0.9859
H -2.698167 -0.059120 -0.815947 -0.6167 -0.2909 0.8236
C -1.697522 -0.112625 -1.159456 1.0539 -2.4660 2.9738
H 2.700428 0.810702 1.943571 1.6027 0.9849 0.3451
H 0.055068 -1.366625 -1.484301 1.6044 -0.2749 -1.8193
N -0.567142 0.097612 -0.147801 -0.1695 -0.7291 1.8108
C 1.855784 0.272616 1.694924 -1.1316 -1.5688 1.2499
H -0.963819 -2.222390 -0.284695 0.2114 2.5797 -0.4458
H 0.347614 2.007178 -0.012501 0.5996 -0.7820 -0.2842
H 1.892852 -0.648656 1.116215 -0.0211 0.2999 0.0977
H -0.690992 -0.020796 0.886341 -0.8166 0.5409 -0.8581
H 0.941785 0.720396 -1.332734 1.0174 0.4498 -0.7715
C -0.715435 -1.212843 -0.825411 -2.2896 -1.0463 1.1867
Cl 0.575730 0.391866 2.852779 0.3211 -0.0874 -0.5988
H -1.580405 0.357587 -2.041620 0.8948 1.7807 -2.7238
```
Forces are in eV/Å.

Mulliken population analysis, charges in e, atoms 1 to 4:
1. C -0.71
2. H 0.27
3. C -0.26
4. H 0.44



Record 3
A cluster of 2 separate species, C4H9ClN2O in total. Source: OMol25; level of theory: ωB97M-V/def2-TZVPD.

LUMO, eV: 0.84
HOMO level, eV: -9.18
SMILES: C[C@@H](N)Cl.CC#[N+][O-]
Relative energy (zero: lowest compared OMol25 entry of this formula, charge and spin), kcal/mol: 73.8
Frontier orbital gap, eV: 10.023
Electronic energy, eV: -21841.0185

XYZ file:
```
17
Properties=species:S:1:pos:R:3:forces:R:3
H 1.182325 0.543410 2.099356 1.4563 -0.9515 0.6618
H -0.006241 1.340868 2.977785 -1.3606 -0.0843 1.8891
H 1.198692 2.275409 2.221594 -0.0793 0.4826 -0.8652
H 1.820644 -1.703189 -1.845007 0.2180 -0.1739 -0.0683
H -0.781621 0.159254 1.059308 -0.8092 -1.5949 0.2835
C 1.000521 -2.292192 -2.247420 -0.3848 0.9339 -0.2097
Cl 0.803894 0.683684 -0.582672 0.3745 0.1692 0.2264
C -0.308915 1.078751 0.961071 -0.0493 1.9660 -1.3397
N -1.158772 2.104722 0.638978 0.6663 0.8404 1.1701
H 1.281186 -3.302157 -2.477831 0.1698 -0.4604 0.1522
H -2.039919 2.120299 0.180049 -0.1123 -0.5133 -0.4217
C 0.574686 1.400197 2.125578 0.6409 -0.8204 -1.2221
C -0.129645 -2.182891 -1.331409 -1.2878 0.2280 0.1426
N -1.171345 -1.813326 -0.968511 1.7323 -1.2644 -0.3704
H -0.682562 2.962745 0.828973 -0.6198 0.7244 -0.3624
H 0.652545 -1.812280 -3.166940 0.3121 -0.0560 -0.0784
O -2.235472 -1.563307 -0.472903 -0.8671 0.5746 0.4122
```
Forces are in eV/Å.

Mulliken population analysis, charges in e, atoms 1 to 4:
1. H 0.34
2. H 0.39
3. H 0.37
4. H 0.27



Record 4
The ion C4H9ClNO with charge +1. Source: OMol25; level of theory: ωB97M-V/def2-TZVPD.

LUMO, eV: -3.71
Charge: +1
HOMO level, eV: -14.84
SMILES: Cl[C@H]1C[NH2+]CCO1
Relative energy (zero: lowest compared OMol25 entry of this formula, charge and spin), kcal/mol: 14.0
Frontier orbital gap, eV: 11.130
Electronic energy, eV: -20346.7740

XYZ file:
```
16
Properties=species:S:1:pos:R:3:forces:R:3
C -1.152740 -0.003691 -0.956154 0.0566 -0.1456 -0.0369
H 1.723810 -1.133208 -1.404888 -0.0830 -0.1002 -0.0280
O 0.055161 0.063200 -1.618177 -0.0217 0.4506 0.0292
H -1.877971 0.517433 -1.571548 -0.0104 -0.0207 -0.0642
N 0.199684 0.543797 1.090046 0.1826 -0.0038 -0.1532
Cl -1.749556 -1.701161 -0.851862 -0.0499 -0.1028 0.0210
H 0.371457 -1.506302 0.682444 -0.0088 -0.0604 -0.0332
C 0.980638 -0.620139 0.536331 -0.0056 -0.0557 0.1706
C -1.157040 0.631821 0.444067 -0.2312 -0.0521 -0.0350
H 1.925266 0.558205 -0.970456 -0.0129 0.0175 -0.0906
H 0.110449 0.497036 2.104303 -0.0351 -0.0662 0.0295
H 0.732013 1.389837 0.880990 -0.0324 0.0867 0.0634
H -1.869074 0.107293 1.073207 0.0204 0.0119 0.0771
C 1.239505 -0.292232 -0.912506 0.1085 -0.1420 0.0201
H -1.445541 1.678417 0.391096 0.1174 0.0676 -0.0208
H 1.913940 -0.730304 1.083108 0.0053 0.1151 0.0510
```
Forces are in eV/Å.

Mulliken population analysis, charges in e, atoms 1 to 4:
1. C 0.12
2. H 0.31
3. O -0.35
4. H 0.39



Record 5
An isolated molecule of C4H9ClO4SSi. Source: OMol25; level of theory: ωB97M-V/def2-TZVPD.

LUMO, eV: 0.49
HOMO level, eV: -10.83
SMILES: C[Si@@]1(Cl)CCCOS(=O)(=O)O1
Relative energy (zero: lowest compared OMol25 entry of this formula, charge and spin), kcal/mol: 0.0
Frontier orbital gap, eV: 11.323
Electronic energy, eV: -43721.9088

XYZ file:
```
20
Properties=species:S:1:pos:R:3:forces:R:3
O 1.516078 0.521118 0.224576 0.5401 -0.1092 -0.6839
H -1.803974 -0.972282 -0.472555 -0.1343 -0.0726 -0.0959
H -1.010699 2.665045 1.792394 0.0599 -0.0046 0.1644
O 0.101725 0.226352 -1.701904 0.2897 0.8239 -0.0064
O 2.533551 0.524512 -2.173940 -1.2701 -0.3054 2.1850
S 1.459283 0.963519 -1.301783 0.0126 0.5586 -0.2278
H -0.500945 2.399913 0.125292 -0.0195 -0.0142 0.0861
C 0.086678 -1.168157 -1.442748 -0.2646 -1.1707 0.1290
O 1.156777 2.351989 -1.315338 -0.0643 0.2457 -0.1730
C -0.883695 -1.533966 -0.311445 0.3500 0.3251 -0.1233
H -1.926613 1.581029 0.754244 -0.1010 -0.1812 0.0182
H 0.476309 -1.971716 1.288946 0.1089 0.1538 0.1516
H -1.152590 -1.611581 1.816355 0.0166 0.0949 0.1117
H -0.249368 -1.649198 -2.365372 0.1530 0.0625 0.0882
C -0.925283 1.918045 1.008181 0.4024 -0.4743 0.3244
H 1.108397 -1.485925 -1.219689 -0.1443 -0.3038 -0.0809
Cl 1.268005 0.653046 3.138174 0.3252 0.1104 0.8759
Si 0.227085 0.486572 1.453847 -0.2328 -0.4366 -2.8431
H -1.109684 -2.597131 -0.417076 -0.1014 0.0306 -0.0630
C -0.371036 -1.301185 1.119841 0.0739 0.6672 0.1629
```
Forces are in eV/Å.

Mulliken population analysis, charges in e, atoms 1 to 4:
1. O -0.33
2. H 0.27
3. H 0.38
4. O -0.33



Record 6
An isolated molecule of C4H9ClS. Source: OMol25; level of theory: ωB97M-V/def2-TZVPD.

LUMO, eV: 0.70
HOMO level, eV: -9.24
SMILES: CC(C)(Cl)CS
Relative energy (zero: lowest compared OMol25 entry of this formula, charge and spin), kcal/mol: 14.6
Frontier orbital gap, eV: 9.937
Electronic energy, eV: -27651.2589

XYZ file:
```
15
Properties=species:S:1:pos:R:3:forces:R:3
C 0.590958 -0.125247 -0.049369 0.3030 0.0679 1.1124
H -0.055642 -0.484392 2.086917 0.4784 0.1467 -0.8371
H 1.329715 1.889112 -0.269901 0.3580 -0.1250 -0.4487
H -0.282758 1.562680 -0.874498 0.3498 0.1915 -0.3781
H 1.089381 0.999416 -1.931981 -0.1159 0.3820 1.4114
C -0.437112 -1.162280 -0.534305 -0.5236 0.4734 -2.2629
C 0.752831 1.182961 -0.865344 -1.1925 -1.3076 -0.7417
C 0.243217 0.309334 1.362307 -1.5007 0.8240 1.6686
Cl 2.169293 -0.987702 0.055889 0.3294 -0.1141 -0.2373
H -3.003412 -1.240863 -0.406654 -0.0253 -0.8785 -0.7718
H 1.051869 0.863114 1.832166 0.1629 0.0822 -0.1649
H -0.403929 -1.099018 -1.672481 -0.1165 -0.6234 1.3917
H -0.686270 0.986043 1.368229 1.5745 -0.7109 -0.1541
S -2.019435 -0.503135 0.054913 -0.6162 0.9986 0.5888
H -0.338703 -2.190017 -0.155881 0.5346 0.5931 -0.1764
```
Forces are in eV/Å.

Mulliken population analysis, charges in e, atoms 1 to 4:
1. C 0.78
2. H 0.37
3. H 0.36
4. H 0.29



Record 7
An isolated molecule of C4H9ClS. Source: OMol25; level of theory: ωB97M-V/def2-TZVPD.

LUMO, eV: 0.71
HOMO level, eV: -9.12
SMILES: CC(C)(S)CCl
Relative energy (zero: lowest compared OMol25 entry of this formula, charge and spin), kcal/mol: 9.3
Frontier orbital gap, eV: 9.829
Electronic energy, eV: -27651.4880

XYZ file:
```
15
Properties=species:S:1:pos:R:3:forces:R:3
C -0.598999 -0.331257 -1.431212 1.3387 -1.8680 -0.8822
H -0.555855 -1.482491 -1.505364 -0.2156 1.7114 0.5053
S 0.168680 2.001471 -0.293318 -0.8965 0.8326 0.7059
C -0.051544 0.194066 -0.110848 1.1620 0.7472 -0.1790
H 0.100867 -0.030648 -2.256271 -0.7476 0.0991 0.6555
H -0.396940 0.273353 1.985058 0.6509 0.0556 1.1778
H -1.602511 -0.010626 -1.653528 -0.3470 0.2028 -0.0175
C -0.909210 -0.060539 1.127457 -1.1731 -0.4323 -1.6782
C 1.405742 -0.252464 0.128587 -0.1772 0.2906 0.2530
H 1.977163 -0.364510 -0.797343 -0.1650 0.2474 0.1263
Cl -1.169105 -1.872410 1.240394 -0.2056 0.8540 0.3681
H 1.938197 0.434305 0.825712 -0.4001 -0.5208 -0.5740
H -1.883623 0.489955 1.087413 0.6816 -0.8475 -0.1410
H 0.255558 2.208564 1.064124 0.0805 0.0771 -0.8749
H 1.321580 -1.196769 0.589139 0.4139 -1.4493 0.5550
```
Forces are in eV/Å.

Mulliken population analysis, charges in e, atoms 1 to 4:
1. C -1.54
2. H 0.31
3. S -0.20
4. C 0.80



Q: Which value of relative energy (zero: lowest compared OMol25 entry of this formula, charge and spin) does entry 2 give?
A: 0.0 kcal/mol